1.
The following is a quantum chemistry calculation of a 3-piece molecular cluster, C22H29N2O14P3 overall in a non-equilibrium geometry, from OMol25.

Frontier orbital gap ... 8.0 eV
Structure (SMILES) ... C#CCc1cc(CC=O)c(P(=N)(O)O)c2c1C(=O)C(N=C=O)=CC2=O.COP(=O)(OC)OC.COP(=O)(OC)OC
Highest occupied orbital energy ... -9.36 eV

Structure (ORCA input):
```
! wB97M-V def2-TZVPD RIJCOSX def2/J DEFGRID3
* xyz 0 1
C 3.6845 -4.5008 2.2084
C 2.9132 -4.2611 1.3229
C 1.9717 -4.2382 0.1881
C 1.0203 -3.0603 0.2797
C -0.2961 -3.3009 0.6690
C -1.2264 -2.2819 0.7958
C -2.6259 -2.7297 1.2266
C -3.6960 -2.2782 0.2230
O -3.5934 -2.6300 -0.9247
C -0.8819 -0.9347 0.5356
P -2.0892 0.4240 0.7553
N -3.0011 0.2235 2.0013
O -2.9276 0.5081 -0.6164
O -1.3688 1.8549 0.9958
C 0.4297 -0.7039 0.0992
C 1.3550 -1.7477 -0.0134
C 2.7686 -1.4076 -0.4357
O 3.4717 -2.1321 -1.0889
C 3.2305 -0.0534 0.0562
N 4.6032 0.1789 0.4173
C 5.0510 -0.7129 1.1445
O 5.6001 -1.5604 1.7014
C 2.3607 0.9455 0.1545
C 0.9510 0.6563 -0.2935
O 0.3554 1.4526 -0.9716
H 4.3156 -4.6048 3.0615
H 2.5105 -4.2759 -0.7592
H 1.3600 -5.1456 0.2097
H -0.5735 -4.3235 0.8998
H -2.8543 -2.4449 2.2546
H -2.6546 -3.8235 1.2044
H -4.5684 -1.6728 0.5184
H -2.7415 -0.6121 2.5069
H -2.7904 1.4067 -0.9634
H -0.9980 1.7745 1.8865
H 2.6420 1.9237 0.5239
C -10.4712 1.0721 1.0201
O -9.4455 0.4294 1.8008
P -8.0954 1.3270 2.1712
O -7.1542 0.2550 2.5793
O -8.7955 2.0937 3.4089
C -9.2586 1.3135 4.5063
O -7.1465 2.6271 1.8989
C -6.0273 2.4414 1.0146
H -11.2846 0.3632 0.8872
H -10.8507 1.9579 1.5360
H -10.0876 1.3551 0.0392
H -8.7544 0.3489 4.5602
H -10.3355 1.1583 4.4202
H -9.0559 1.8711 5.4189
H -6.3060 1.8465 0.1459
H -5.2096 1.9583 1.5493
H -5.6987 3.4246 0.6817
C 6.6293 3.7360 -3.4969
O 7.8583 3.1173 -3.0705
P 7.9489 1.4607 -3.1656
O 9.1194 1.1969 -2.2916
O 8.2918 1.4468 -4.7439
C 9.4852 2.0918 -5.1776
O 7.2126 0.0119 -3.3074
C 6.9095 -0.6803 -2.0845
H 6.7425 4.8121 -3.3928
H 6.4206 3.4988 -4.5432
H 5.7968 3.4079 -2.8733
H 10.2118 2.1865 -4.3710
H 9.2474 3.0809 -5.5727
H 9.9169 1.4896 -5.9750
H 6.5116 -0.0013 -1.3341
H 7.8053 -1.1705 -1.7078
H 6.1619 -1.4401 -2.3048
*
```



2.
The following is a quantum chemistry calculation of one molecule with the formula C6H13OPS2 in a non-equilibrium geometry, from OMol25.

Frontier orbital gap ... 9.1 eV
Energy relative to the best compared isomer or geometry (same formula, charge and spin) ... 104.5 kJ/mol
Structure (SMILES) ... C=CCSP(OCC)SC
Highest occupied orbital energy ... -8.44 eV

Structure (ORCA input):
```
! wB97M-V def2-TZVPD RIJCOSX def2/J DEFGRID3
* xyz 0 1
C 0.6491 -1.0493 2.9276
C 1.0935 -1.7967 1.9296
C 0.2499 -2.3878 0.7233
S 0.7900 -1.6104 -0.8176
P 0.6898 0.4486 -0.0679
O -0.9175 0.3977 0.3924
C -2.0383 0.2377 -0.4826
C -2.5265 1.5898 -0.9478
S 0.7235 1.4779 -1.9306
C 2.6210 1.7438 -1.9055
H 1.2061 -0.8195 3.8813
H -0.5343 -0.9250 2.9626
H 2.2119 -1.9916 1.7930
H 0.4173 -3.4342 0.6702
H -0.7614 -2.2467 0.8936
H -1.7078 -0.3822 -1.3198
H -2.7360 -0.2825 0.0653
H -3.3640 1.4822 -1.4723
H -2.7001 2.1305 -0.1386
H -1.8352 2.0311 -1.4900
H 2.9674 1.0555 -2.6902
H 2.9094 1.5258 -0.8833
H 2.5923 2.8053 -2.0928
*
```



3.
The following is a quantum chemistry calculation of C6H6NO as an isolated structure in a non-equilibrium geometry, from OMol25.

Frontier orbital gap (alpha / beta) ... 8.3 / 8.3 eV
Energy relative to the best compared isomer or geometry (same formula, charge and spin) ... 285.4 kJ/mol
Highest occupied orbital energy (alpha / beta) ... -15.09 / -15.09 eV

Structure (ORCA input):
```
! wB97M-V def2-TZVPD RIJCOSX def2/J DEFGRID3
* xyz 1 1
C 1.3182 1.7495 -0.0937
C -0.7750 0.7043 -0.1926
C -0.2941 -0.5097 -0.0400
C 1.6728 -0.6134 0.1364
C -0.0352 2.0391 0.1054
C -0.7851 -1.8533 -0.1014
N 1.9009 0.6875 0.0648
O 2.2116 -1.6433 0.1962
H -1.8270 0.9113 -0.5699
H -0.0571 2.2264 1.1951
H -0.5799 2.8844 -0.4773
H -1.5468 -2.0190 0.8026
H 0.0409 -2.5153 0.0426
H -1.2443 -2.0486 -1.0681
*
```



4.
The following is a quantum chemistry calculation of a 2-piece molecular cluster, C3H5NO2 overall in a non-equilibrium geometry, from OMol25.

Frontier orbital gap ... 10.9 eV
Energy relative to the best compared isomer or geometry (same formula, charge and spin) ... 271.3 kJ/mol
Structure (SMILES) ... N=C=O.CC=O
Highest occupied orbital energy ... -10.35 eV

Structure (ORCA input):
```
! wB97M-V def2-TZVPD RIJCOSX def2/J DEFGRID3
* xyz 0 1
N -0.4873 -2.2120 -1.2025
C -1.5513 -1.7795 -0.8958
O -2.6590 -1.8258 -0.6265
H 0.1945 -1.5995 -0.7478
C 0.9360 1.7022 0.4824
C 0.0957 0.2928 0.6257
O 0.6131 -0.4537 1.3295
H 1.7135 1.7386 1.1664
H 0.6179 2.6159 0.0829
H 1.3730 1.3511 -0.4049
H -0.8463 0.1699 0.1907
*
```



5.
The following is a quantum chemistry calculation of C13H23DyN3O8P2 as an isolated structure in a non-equilibrium geometry, from OMol25.

Frontier orbital gap (alpha / beta) ... 6.0 / 5.1 eV
Energy relative to the best compared isomer or geometry (same formula, charge and spin) ... 0.0 kJ/mol
Highest occupied orbital energy (alpha / beta) ... -10.03 / -9.01 eV

Structure (ORCA input):
```
! wB97M-V def2-TZVPD RIJCOSX def2/J DEFGRID3
* xyz 1 6
Dy 0.6579 0.0951 0.4908
H 2.8563 -2.6243 -3.0001
H 2.8574 -3.0019 -2.3453
P 0.4638 1.0615 -2.2331
P -1.7057 -1.5151 2.2676
C -1.9007 -0.3501 3.6236
H -2.2326 -0.8902 4.5376
H -0.9451 0.1833 3.8289
H -2.6700 0.4009 3.3412
C -3.2240 -2.2454 1.6240
H -2.9722 -2.9289 0.8002
H -3.8026 -2.7952 2.3771
H -3.8427 -1.4224 1.2308
C -0.3080 -2.6150 2.4740
H 0.5876 -2.0022 2.6845
H -0.4782 -3.3321 3.2846
H -0.1256 -3.1523 1.5295
C -1.0958 0.9101 -3.2158
H -0.9549 1.4070 -4.1854
H -1.3297 -0.1478 -3.3932
H -1.9278 1.3845 -2.6830
C 0.6209 2.8959 -2.2177
H 1.5633 3.1851 -1.7310
H 0.6331 3.2401 -3.2621
H -0.2283 3.3403 -1.6837
C 1.6488 0.6943 -3.5987
H 1.5153 -0.3443 -3.9333
H 1.4420 1.3800 -4.4330
H 2.6835 0.8405 -3.2597
C -0.3856 2.2816 0.9774
O -0.4681 3.3623 1.3873
H -1.2380 -0.7884 1.0962
O 7.8249 0.1227 2.8189
N 6.9721 0.8883 3.3211
O 7.2549 1.9250 3.9691
C 5.5644 0.5980 3.1374
C 5.2344 -0.5076 2.3230
C 3.9137 -0.5408 1.8513
C 3.1459 0.6659 2.1048
O 2.3369 1.1337 1.1908
C 3.3260 1.4324 3.2758
C 4.6440 1.5151 3.7104
N 2.0394 2.0419 3.7043
O 2.0467 3.0497 4.4325
O 0.9793 1.3938 3.4269
N 3.3147 -1.6012 1.1095
O 3.8351 -2.6529 0.7956
O 2.0099 -1.4666 0.8645
H 6.0179 -1.2373 2.0740
H 4.9677 2.2643 4.4282
*
```



6.
The following is a quantum chemistry calculation of one molecule with the formula C3H6N2O2, from OMol25.

Frontier orbital gap ... 10.0 eV
Energy relative to the best compared isomer or geometry (same formula, charge and spin) ... 156.8 kJ/mol
Structure (SMILES) ... [H]/N=C1/N[C@@H](O)CO1
Highest occupied orbital energy ... -9.32 eV

Structure (ORCA input):
```
! wB97M-V def2-TZVPD RIJCOSX def2/J DEFGRID3
* xyz 0 1
H 0.4730 2.7650 -1.5411
N 0.8085 2.4405 -0.6371
C 0.3989 1.2652 -0.4256
N 0.5815 0.5320 0.7222
C 0.2618 -0.8511 0.5153
O -0.2460 -1.4172 1.6928
C -0.7581 -0.6716 -0.6160
O -0.3209 0.4927 -1.3055
H 1.2269 0.8483 1.4262
H 1.1341 -1.4374 0.1768
H -1.0028 -1.9758 1.4858
H -1.7476 -0.4838 -0.1766
H -0.8093 -1.5068 -1.3173
*
```